Record 1
A single C5H7N molecule, computed with ωB97M-V/def2-TZVPD.

CARTESIAN COORDINATES (ANGSTROEM)
N (1.002, -0.207, -0.808)
C (1.469, -0.168, 0.560)
C (-1.115, 0.812, 0.137)
C (-0.139, 0.676, -0.970)
C (0.380, -1.154, 0.061)
C (-1.041, -0.654, -0.026)
H (-1.902, -1.322, 0.132)
H (0.075, 1.501, -1.667)
H (-0.913, 1.295, 1.097)
H (1.120, 0.644, 1.193)
H (2.528, -0.414, 0.678)
H (0.579, -2.214, -0.090)
H (-2.043, 1.204, -0.297)

Gap between HOMO and LUMO = 8.509 eV
E_tot = -249.27925 Eh
SMILES = C1[C@H]2[C@@H]1N1C[C@@H]21
Energy above the lowest of the compared OMol25 structures with the same formula, charge and spin = 121.7 kcal per mole
2S+1 = 1
HOMO = -7.931 eV

***

Record 2
5 unconnected molecules or ions with the total composition C50H110F6N2OP3, computed with ωB97M-V/def2-TZVPD.

CARTESIAN COORDINATES (ANGSTROEM)
P (0.001, 1.210, -4.957)
P (0.102, -0.265, 0.347)
P (-4.187, -2.056, 2.353)
F (0.665, -0.673, -1.162)
F (1.516, -0.848, 0.967)
F (-0.570, -1.719, 0.405)
F (-1.369, 0.199, -0.092)
F (-0.430, 0.151, 1.895)
F (0.657, 1.267, 0.376)
O (6.914, -0.995, 1.360)
N (2.649, 2.001, 4.454)
N (6.201, -1.338, 0.179)
C (-1.096, 3.865, -7.173)
C (1.210, 2.621, -2.746)
C (-0.821, -2.187, -4.028)
C (4.903, -2.309, -2.270)
C (-6.365, -0.279, -2.255)
C (3.437, 2.297, 6.860)
C (-2.219, 2.805, -3.861)
C (2.926, 0.972, 7.255)
C (1.666, 2.633, 3.414)
C (6.849, -1.014, -1.206)
C (-5.484, -4.571, 2.577)
C (-3.749, 2.764, -3.624)
C (-0.982, -3.016, 4.810)
C (-3.400, 0.638, 2.476)
C (-1.343, 2.368, -7.241)
C (2.651, 2.922, 5.753)
C (-0.686, -3.327, 6.241)
C (-2.673, 2.877, 1.686)
C (-5.498, -3.104, 3.091)
C (-4.174, 2.530, -2.140)
C (-0.406, 4.467, -8.447)
C (2.248, 3.851, 2.538)
C (2.806, -0.043, 6.044)
C (7.418, 0.388, -1.152)
C (5.883, -3.812, 0.513)
C (-4.567, -0.316, 2.793)
C (1.161, 2.511, -4.308)
C (5.166, -2.423, 0.349)
C (1.242, 4.641, 1.651)
C (0.047, -1.590, -5.108)
C (8.028, -2.022, -1.591)
C (-1.676, 1.381, -4.182)
C (-1.673, -3.287, -4.577)
C (-2.459, -2.845, 4.469)
C (-3.852, 2.112, 2.253)
C (2.565, 3.089, -2.073)
C (-4.229, -2.270, 0.480)
C (-0.222, 1.435, -6.796)
C (0.861, -0.376, -4.701)
C (4.265, -2.186, 1.612)
C (-6.483, -5.949, 4.493)
C (2.076, 0.583, 4.864)
C (5.668, -1.001, -2.273)
C (4.233, -2.513, -0.889)
C (-6.656, -5.502, 3.042)
C (4.094, 1.882, 3.883)
C (-2.539, -2.489, 2.962)
C (2.949, 4.511, -2.521)
C (-5.124, -1.039, -1.710)
C (-5.344, -1.622, -0.268)
H (-4.626, -5.118, 2.966)
H (-5.540, -0.103, 2.350)
H (-6.390, -5.058, 5.113)
H (-4.700, -0.400, 3.871)
H (2.104, -0.098, 4.014)
H (1.580, 2.961, 5.951)
H (-0.335, 0.418, -7.171)
H (-4.132, 2.647, 3.161)
H (-1.043, -4.089, -4.962)
H (-4.226, -0.427, -1.784)
H (-1.546, 2.226, -8.303)
H (7.693, -3.057, -1.527)
H (0.783, 2.907, 3.990)
H (1.227, -0.306, -3.677)
H (3.454, -1.761, -0.760)
H (-1.236, -2.696, 6.939)
H (-5.457, -4.560, 1.488)
H (0.931, 1.655, -2.325)
H (2.790, 4.658, -3.589)
H (-5.557, -6.497, 4.669)
H (-4.709, 2.212, 1.587)
H (6.617, -3.851, 1.317)
H (-2.354, 0.799, -4.806)
H (3.506, -2.961, 1.721)
H (-5.699, -0.861, 0.426)
H (1.675, -0.212, -5.407)
H (0.353, 3.278, -2.599)
H (-0.159, 5.526, -8.368)
H (5.035, -0.120, -2.166)
H (7.888, 0.607, -2.110)
H (-6.467, -2.691, 2.810)
H (0.420, 4.052, 1.246)
H (-0.530, -1.465, -6.024)
H (2.088, 2.147, -4.751)
H (1.839, 5.022, 0.822)
H (5.607, -3.122, -2.447)
H (-4.015, 3.467, -1.608)
H (0.890, 5.543, 2.152)
H (-3.014, -3.750, 4.716)
H (-0.537, 4.243, -6.317)
H (-1.879, 2.708, 2.414)
H (-5.249, 2.363, -2.075)
H (1.915, 1.204, 7.591)
H (4.942, -2.143, 2.466)
H (2.223, 5.218, -2.120)
H (-5.120, -1.962, -2.290)
H (-1.988, -1.573, 2.750)
H (4.751, 1.257, 4.488)
H (6.668, 1.114, -0.837)
H (-2.326, -3.338, 2.313)
H (-7.616, -4.997, 2.928)
H (0.660, 1.880, -7.257)
H (3.518, 0.684, 8.124)
H (-1.506, -1.505, -3.525)
H (5.076, -4.480, 0.816)
H (3.019, 3.882, 5.391)
H (-4.226, 1.952, -4.172)
H (8.944, -1.870, -1.019)
H (-6.317, -2.110, -0.326)
H (0.538, 3.979, -8.686)
H (4.497, 2.143, 6.658)
H (-1.079, -4.316, 6.475)
H (2.788, 4.563, 3.163)
H (2.483, 2.994, -0.991)
H (-2.574, 0.520, 3.178)
H (-2.220, -3.795, -3.783)
H (4.042, 1.422, 2.897)
H (-4.150, -3.334, 0.257)
H (-1.692, 3.129, -2.963)
H (2.341, -0.978, 6.359)
H (-3.269, -1.886, 0.133)
H (2.948, 3.409, 1.829)
H (0.869, 3.418, -4.838)
H (0.373, -3.366, 6.495)
H (4.383, 2.926, 3.758)
H (-1.017, 4.455, -9.349)
H (-2.110, 3.450, -4.733)
H (8.284, -1.899, -2.644)
H (4.129, -2.458, -3.023)
H (-2.325, 2.495, 0.726)
H (-0.611, -3.832, 4.190)
H (-4.318, 3.650, -3.906)
H (-1.593, 0.820, -3.251)
H (-3.061, 0.147, 1.564)
H (-7.350, -6.471, 4.896)
H (-5.342, -3.097, 4.170)
H (1.363, 1.852, 2.716)
H (-3.677, 1.668, -1.694)
H (-6.060, 0.281, -3.140)
H (-2.741, 3.963, 1.632)
H (3.656, -3.432, -0.784)
H (6.324, -4.231, -0.392)
H (-6.657, 0.421, -1.472)
H (-2.720, -2.071, 5.190)
H (1.009, 0.680, 5.062)
H (8.232, 0.495, -0.435)
H (0.704, -2.421, -5.368)
H (-0.117, -2.519, -3.264)
H (3.748, -1.231, 1.528)
H (3.747, -0.381, 5.610)
H (-2.371, -2.944, -5.341)
H (-6.688, -6.414, 2.447)
H (3.345, 2.933, 7.740)
H (-0.554, -2.066, 4.493)
H (3.442, 2.500, -2.339)
H (-2.288, 2.145, -6.745)
H (-7.126, -0.989, -2.580)
H (-2.072, 4.336, -7.298)
H (6.087, -0.857, -3.269)
H (3.974, 4.759, -2.244)

Gap between HOMO and LUMO (alpha / beta) = 8.146 / 9.185 eV
E_tot = -3778.73453 Eh
Net charge = +2
2S+1 = 2
HOMO (alpha / beta) = -11.415 / -12.453 eV

***

Record 3
A molecular structure, C31H40AsF6N5W, computed with ωB97M-V/def2-TZVPD.

CARTESIAN COORDINATES (ANGSTROEM)
W (0.892, 0.580, 0.221)
As (2.201, 0.223, -4.035)
F (2.780, -0.081, -5.557)
F (2.091, -1.383, -3.401)
F (0.510, 0.144, -4.326)
F (2.058, 1.922, -4.033)
F (1.391, 0.638, -1.640)
F (3.668, 0.390, -3.166)
N (-2.902, -3.191, -2.481)
N (1.416, 2.593, 0.588)
N (-0.203, -0.287, 1.918)
N (-1.640, -1.674, -1.046)
N (1.937, 4.699, 0.653)
C (3.285, 0.205, 0.607)
C (2.320, -2.058, 1.987)
C (2.400, -3.428, -0.129)
C (-0.799, -2.060, -2.147)
C (-1.968, 2.987, -1.780)
C (-2.196, 1.568, 0.651)
C (-3.243, 2.350, 0.136)
C (-3.731, 0.803, 2.510)
C (2.757, 0.316, 1.910)
C (-0.909, 2.258, -1.275)
C (-2.018, -2.823, -0.262)
C (-1.608, -0.224, 2.339)
C (4.280, 1.192, 0.077)
C (-2.882, -3.820, -1.204)
C (1.332, 4.431, 1.855)
C (-3.143, 3.050, -1.048)
C (1.977, 3.594, -0.102)
C (2.991, -0.984, -0.085)
C (2.550, 3.593, -1.472)
C (2.321, -0.752, 4.149)
C (1.000, 3.123, 1.812)
C (2.461, -0.858, 2.660)
C (2.513, -2.120, 0.595)
C (-1.619, -3.104, -3.085)
C (-4.079, -0.068, 3.524)
C (-2.488, 0.739, 1.854)
C (-3.627, -1.966, -2.501)
C (-3.199, -1.062, 3.934)
C (-2.809, -0.973, -1.515)
C (-0.973, 1.523, -0.064)
C (-1.952, -1.123, 3.346)
H (4.272, 1.257, -1.009)
H (4.160, 2.176, 0.525)
H (-3.448, -0.702, -0.677)
H (-3.473, -1.758, 4.714)
H (1.843, -1.626, 4.585)
H (1.543, -4.012, 0.208)
H (-3.650, -1.552, -3.507)
H (1.185, 5.183, 2.612)
H (-4.185, 2.411, 0.656)
H (2.374, -3.297, -1.210)
H (2.094, -2.966, 2.534)
H (-5.047, 0.029, 3.997)
H (-2.401, -4.793, -1.261)
H (-1.869, 3.514, -2.720)
H (2.973, 1.229, 2.460)
H (0.001, 2.257, -1.860)
H (3.333, -1.096, -1.107)
H (-4.636, -2.108, -2.122)
H (1.779, 0.149, 4.450)
H (3.585, 3.936, -1.447)
H (0.473, 2.541, 2.550)
H (-4.455, 1.550, 2.234)
H (-1.228, -1.856, 3.687)
H (5.263, 0.822, 0.381)
H (3.286, -4.027, 0.101)
H (3.317, -0.662, 4.588)
H (0.109, -2.551, -1.797)
H (-3.891, -3.919, -0.808)
H (-2.525, -0.077, -2.063)
H (2.522, 2.601, -1.914)
H (-1.126, -4.074, -3.088)
H (0.061, -1.273, 1.925)
H (2.297, 5.597, 0.365)
H (-1.685, -2.701, -4.093)
H (-0.548, -1.194, -2.747)
H (0.317, 0.079, 2.716)
H (1.985, 4.272, -2.112)
H (-3.982, 3.638, -1.394)
H (-1.133, -3.353, 0.092)
H (-2.637, -2.524, 0.583)

Gap between HOMO and LUMO (alpha / beta) = 6.040 / 5.784 eV
E_tot = -4380.23457 Eh
Net charge = +3
Energy above the lowest of the compared OMol25 structures with the same formula, charge and spin = 16.8 kcal per mole
2S+1 = 4
HOMO (alpha / beta) = -16.215 / -16.305 eV

***

no.,maximum force (eV/Å),molecular weight (g/mol)
1,1.12,81.12
2,5.46,962.35
3,1.01,855.45